{
  "formula": "C9H37AsB4F6NNaOSn2",
  "method": "wB97M-V/def2-TZVPD",
  "relative_energy_kcal_mol": 0.00,
  "e_homo_ev": -9.048,
  "gap_ev": 6.96,
  "charge": 0,
  "total_energy_ev": -109394.7580,
  "elements": ["Na", "Sn", "Sn", "B", "H", "H", "H", "H", "B", "H", "H", "H", "H", "B", "H", "H", "H", "H", "B", "H", "H", "H", "H", "As", "F", "F", "F", "F", "F", "F", "C", "C", "N", "C", "C", "C", "C", "H", "H", "H", "H", "H", "H", "H", "H", "H", "H", "H", "H", "H", "H", "H", "C", "C", "O", "C", "H", "H", "H", "H", "H", "H"],
  "positions_angstrom": [[10.02162, -7.86329, -12.42758], [12.17700, -9.52902, -9.08010], [7.52946, -9.60186, -9.49168], [11.63699, -6.78753, -10.73799], [11.10983, -5.89850, -11.27021], [10.86496, -7.51191, -10.31344], [12.31335, -7.38584, -11.49704], [12.30060, -6.52579, -9.80683], [7.90043, -7.10029, -10.89858], [8.39494, -8.05556, -10.38491], [8.64010, -6.58062, -11.61295], [7.02238, -7.44718, -11.59939], [7.47698, -6.44994, -10.03172], [9.84797, -10.26130, -11.16900], [10.80753, -9.74878, -11.45894], [8.93510, -10.11699, -11.88594], [10.04670, -11.39948, -11.09800], [9.53330, -9.82617, -10.11970], [9.76154, -8.22965, -7.83920], [10.07977, -9.21379, -7.27892], [10.51893, -7.34572, -7.89824], [9.55271, -8.55353, -8.95087], [8.77361, -7.77370, -7.40833], [10.37880, -12.39026, -7.41167], [10.25825, -11.37831, -6.00637], [9.05897, -13.41935, -6.90995], [10.44849, -13.30058, -8.89401], [11.77122, -11.35149, -7.92533], [11.47002, -13.45603, -6.60996], [9.29222, -11.27371, -8.25860], [12.02215, -9.29569, -14.67616], [11.73231, -7.89112, -15.19789], [10.34433, -7.52935, -14.97754], [10.09854, -6.12483, -15.41055], [8.85129, -5.62109, -14.67330], [9.26057, -8.44268, -15.35449], [8.92771, -8.51801, -16.87352], [11.61980, -10.05028, -15.35658], [11.86163, -9.47543, -13.61645], [13.05612, -9.51108, -14.97382], [12.40667, -7.12588, -14.81780], [11.93249, -7.97330, -16.27882], [10.96531, -5.50528, -15.20359], [9.72648, -6.01308, -16.43508], [7.89305, -6.10574, -14.84387], [9.04183, -5.63074, -13.59714], [8.71897, -4.56410, -14.91985], [8.34360, -8.19398, -14.82197], [9.58358, -9.44998, -15.09512], [8.27020, -9.37611, -16.99130], [9.86271, -8.79745, -17.36775], [8.65790, -7.52777, -17.22730], [11.20880, -13.83559, -11.67587], [12.38045, -13.43387, -10.85061], [12.67947, -12.25866, -10.73115], [13.32086, -14.53034, -10.36918], [11.26602, -13.49511, -12.70862], [10.26332, -13.51568, -11.25083], [11.15920, -14.92536, -11.65681], [14.25620, -14.43608, -10.92288], [12.89647, -15.50882, -10.57651], [13.53850, -14.40314, -9.30947]],
  "forces_ev_per_a": [[0.29, 0.17, -0.13], [-1.88, 1.44, -0.75], [2.56, 1.56, -0.46], [1.32, -0.18, 0.02], [-0.54, 0.97, -0.41], [-1.66, -1.57, 0.69], [0.77, -0.74, -1.00], [0.77, 0.57, 0.84], [-1.76, 0.06, -0.12], [0.80, -1.12, 0.43], [1.09, 0.54, -0.28], [-1.05, -0.66, -0.51], [-0.21, 0.66, 0.76], [-1.36, -1.69, 0.17], [1.91, 1.39, -0.65], [-0.77, 0.48, -1.12], [0.06, -0.98, 0.32], [-0.28, 0.08, 1.15], [0.08, -0.60, 0.01], [0.57, -0.71, 0.79], [0.86, 0.73, -0.16], [-0.28, -0.25, -1.03], [-0.98, 0.18, 0.78], [-2.15, -1.78, 1.43], [0.14, -0.46, -0.71], [0.36, 0.92, -0.23], [0.57, 0.56, 0.46], [0.25, -0.05, -0.30], [0.24, 0.55, -0.53], [0.15, -0.35, 0.22], [1.42, -0.03, -1.29], [-0.59, -1.61, -1.04], [-0.20, 1.83, 0.51], [-2.36, -1.02, 0.55], [0.73, 1.30, 1.02], [0.59, -0.39, -1.13], [1.53, -0.16, 1.20], [-1.01, -0.01, 0.55], [-0.07, -0.15, -0.06], [0.37, 0.33, 0.88], [-0.21, -0.03, 0.37], [0.17, 0.30, -0.09], [-0.02, -0.02, -0.04], [1.16, -0.33, -0.52], [0.23, -0.31, -0.36], [-0.18, -0.03, 0.06], [-0.13, -0.01, -0.05], [0.13, 0.00, 0.27], [-0.21, 0.02, 0.43], [-0.58, 0.53, -0.43], [-0.05, 0.08, -0.23], [-0.73, -0.38, -0.39], [-0.63, -1.31, 0.12], [0.89, 0.62, -0.68], [0.06, 0.18, 0.62], [-0.42, 0.27, 0.00], [0.18, 0.20, 0.10], [0.08, 0.42, 0.07], [-0.09, 0.00, -0.36], [0.01, 0.09, 0.01], [0.10, -0.07, 0.24], [-0.03, -0.05, 0.00]],
  "nbo_charge": [0.919, 1.718, 1.598, -0.795, 0.015, -0.069, -0.051, -0.006, -0.643, -0.159, -0.015, -0.017, 0.017, -0.781, -0.011, 0.010, 0.022, -0.088, -0.897, 0.002, 0.068, -0.056, 0.073, 2.850, -0.591, -0.608, -0.609, -0.706, -0.595, -0.650, -0.635, -0.212, -0.499, -0.223, -0.622, -0.225, -0.636, 0.211, 0.214, 0.226, 0.212, 0.163, 0.213, 0.177, 0.210, 0.210, 0.217, 0.196, 0.206, 0.221, 0.201, 0.210, -0.731, 0.650, -0.608, -0.720, 0.244, 0.269, 0.211, 0.242, 0.219, 0.249]
}